{"formula": "C46H32CrF6N6O5PSe", "method": "ωB97M-V with the def2-TZVPD basis set", "species": ["Cr", "F", "C", "C", "C", "C", "O", "C", "C", "N", "C", "C", "C", "C", "C", "C", "N", "C", "C", "N", "C", "C", "C", "O", "O", "H", "H", "H", "H", "H", "H", "H", "H", "H", "H", "H", "H", "H", "H", "H", "H", "H", "H", "O", "C", "O", "C", "C", "C", "C", "C", "C", "P", "C", "C", "C", "C", "C", "C", "C", "C", "C", "C", "C", "C", "H", "H", "H", "H", "H", "H", "H", "H", "H", "H", "H", "H", "H", "H", "N", "C", "C", "C", "N", "C", "N", "F", "C", "C", "F", "C", "F", "C", "Se", "C", "F", "C", "F"], "coordinates": [[1.6260, -2.2532, 0.2126], [-1.1072, 3.6137, -1.0719], [-1.8140, 2.4526, -0.9770], [-1.1197, 1.2704, -1.0455], [-1.7727, 0.0416, -0.8686], [-1.0198, -1.1800, -0.7278], [0.2190, -1.2510, -1.0020], [-1.7691, -2.2681, -0.1550], [-3.1197, -2.2316, -0.1219], [-3.8456, -1.1463, -0.5347], [-5.2724, -1.2343, -0.5177], [-6.0394, -0.9844, -1.7848], [-5.8994, -2.3779, -1.2574], [-3.1819, 0.0474, -0.7235], [-3.8650, 1.2562, -0.7316], [-3.1948, 2.4863, -0.8063], [-3.9846, 3.6641, -0.7318], [-4.9027, 3.8145, 0.3833], [-6.1967, 4.4291, -0.1965], [-5.7976, 5.0951, -1.4638], [-4.5836, 5.9270, -1.2592], [-3.4056, 4.9451, -1.0815], [-1.0550, -3.3135, 0.6826], [-1.5822, -4.3757, 0.9399], [0.0442, -2.8639, 1.1614], [-0.0528, 1.2785, -1.1802], [-3.6686, -3.0713, 0.2747], [-5.7232, -0.9220, 0.4220], [-5.4731, -0.7271, -2.6658], [-7.0082, -0.5107, -1.7188], [-5.2334, -3.0474, -1.7788], [-6.7591, -2.8599, -0.8184], [-4.9392, 1.2541, -0.6419], [-4.4842, 4.4710, 1.1587], [-5.1067, 2.8505, 0.8446], [-6.6395, 5.1598, 0.4816], [-6.9368, 3.6611, -0.4306], [-6.5668, 5.6209, -1.8834], [-5.4854, 4.3276, -2.0830], [-4.7333, 6.5526, -0.3772], [-4.4231, 6.5722, -2.1220], [-2.7063, 5.3296, -0.3277], [-2.8523, 4.8262, -2.0132], [4.8903, -3.2315, 0.2446], [4.5060, -2.1297, -0.0841], [3.4255, -1.8783, -0.7605], [5.2233, -0.8500, 0.2378], [6.6010, -0.7490, 0.3472], [7.1787, 0.4930, 0.5406], [6.3835, 1.6275, 0.5682], [5.0067, 1.5287, 0.4480], [4.4085, 0.2785, 0.3413], [2.5915, 0.0277, 0.2334], [2.3509, 0.9624, -1.3165], [2.3554, 0.2711, -2.5240], [2.2469, 0.9646, -3.7171], [2.1111, 2.3435, -3.7112], [2.0988, 3.0330, -2.5107], [2.2203, 2.3492, -1.3140], [1.8574, 1.1280, 1.5185], [2.4625, 2.1116, 2.2958], [1.7227, 2.8126, 3.2319], [0.3786, 2.5419, 3.4215], [-0.2171, 1.5187, 2.7009], [0.5231, 0.8131, 1.7741], [7.1932, -1.6466, 0.2517], [8.2498, 0.5871, 0.6390], [6.8370, 2.6013, 0.6776], [4.4099, 2.4270, 0.4009], [2.4352, -0.8064, -2.5173], [2.2722, 0.4275, -4.6535], [2.0081, 2.8824, -4.6416], [1.9932, 4.1090, -2.5020], [2.1890, 2.8949, -0.3813], [3.5179, 2.3145, 2.2113], [2.2127, 3.5708, 3.8239], [-0.1878, 3.0970, 4.1548], [-1.2507, 1.2565, 2.8731], [0.0761, -0.0319, 1.2635], [2.5501, -2.3244, 1.8217], [2.6337, -2.1717, 2.9803], [2.6797, -1.9004, 4.3058], [1.4763, -1.5930, 4.9510], [0.4945, -1.2775, 5.4610], [3.8816, -1.8397, 5.0147], [4.8657, -1.7680, 5.6053], [3.6748, -9.0879, 0.6079], [3.1385, -7.9637, 0.1101], [2.9390, -7.8285, -1.2621], [3.2992, -8.8317, -2.0788], [2.3675, -6.6745, -1.7743], [2.1570, -6.5723, -3.0941], [1.9966, -5.6055, -0.9523], [1.2314, -4.0250, -1.6248], [2.2085, -5.7759, 0.4159], [1.8551, -4.7842, 1.2538], [2.7666, -6.9234, 0.9537], [2.9324, -7.0325, 2.2754]], "relative_energy_kcal_mol": 0.0, "homo_ev": [-6.29, -6.32], "orbital_gap_ha": [0.15217, 0.15323], "fmax_ev_per_a": 2.36, "multiplicity": 2, "mol_weight_g_mol": 1024.717}

{"formula": "CH6NS", "method": "ωB97M-V with the def2-TZVPD basis set", "species": ["S", "H", "C", "N", "H", "H", "H", "H", "H"], "coordinates": [[2.6274, 0.0416, -0.7571], [3.7083, -0.7259, -0.5678], [-1.1678, 0.3710, 0.5937], [-0.6911, -0.6335, -0.3132], [-0.5118, 1.2414, 0.6806], [-2.1494, 0.7284, 0.2913], [-1.2969, 0.0581, 1.6381], [0.3298, -0.7361, -0.2938], [-0.8484, -0.3449, -1.2717]], "relative_energy_kcal_mol": 1.4, "homo_ev": -2.68, "orbital_gap_ha": 0.25606, "fmax_ev_per_a": 1.04, "total_charge": -1, "mol_weight_g_mol": 64.133}

{"formula": "C5H7N", "method": "ωB97M-V with the def2-TZVPD basis set", "species": ["C", "C", "C", "C", "C", "N", "H", "H", "H", "H", "H", "H", "H"], "coordinates": [[0.0105, 1.5621, 0.1613], [0.2154, 0.1603, -0.3671], [-0.7291, -1.1007, 0.2611], [-0.8849, -0.5602, -1.1189], [1.2503, -0.4863, 0.2096], [1.9055, -0.9419, 1.1387], [-1.0615, 1.7404, 0.2711], [0.4853, 1.6807, 1.1404], [0.4361, 2.2956, -0.5288], [1.1032, -1.2341, 1.7438], [-0.1446, -2.0285, 0.1143], [-1.7214, 0.1239, -1.2687], [-0.6465, -1.1449, -2.0063]], "relative_energy_kcal_mol": 125.7, "homo_ev": -8.18, "orbital_gap_ha": 0.31836, "fmax_ev_per_a": 0.94, "mol_weight_g_mol": 81.118}